Record 1
The following is a DFT calculation (ωB97M-V/def2-TZVPD) of a cluster of 2 separate species, C12H10F2N in total at a distorted geometry.

Results
Molar mass in g mol⁻¹: 206.22
Energy above the lowest of the compared OMol25 structures with the same formula, charge and spin in kJ/mol: 0.0
Gap between HOMO and LUMO (alpha / beta) in eV: 6.41 / 7.63
Total charge: +1
E in hartree: -717.2991

```
25
Properties=species:S:1:pos:R:3:lowdin_charge:R:1
C -4.176 0.803 0.599 -0.097
C -3.726 -0.261 -0.127 -0.065
C -3.397 1.468 1.535 -0.043
C 3.268 -0.310 -2.235 -0.022
C 2.787 -1.498 -1.770 0.019
C 3.234 0.822 -1.417 -0.014
C -2.355 -0.641 -0.094 -0.081
C -2.037 1.138 1.522 -0.094
C 2.192 -1.563 -0.466 0.098
C 2.489 0.758 -0.294 -0.025
C -1.629 0.106 0.767 0.033
C 1.073 -0.355 1.268 -0.307
N 1.973 -0.368 0.222 0.031
F 1.344 0.647 2.083 0.142
F 0.994 -1.577 1.896 0.096
H -5.203 1.059 0.667 0.103
H -4.210 -0.754 -0.981 0.123
H -4.026 2.016 2.299 0.145
H 3.482 -0.140 -3.246 0.116
H 3.146 -2.386 -2.299 0.137
H 3.828 1.711 -1.805 0.163
H -1.973 -1.487 -0.737 0.130
H -1.491 1.477 2.330 0.087
H 1.721 -2.402 -0.040 0.127
H 2.691 1.738 0.325 0.198
```

Record 2
The following is a DFT calculation (ωB97M-V/def2-TZVPD) of a cluster of 2 separate species, C5H12Cl2OSi in total at a distorted geometry.

Results
Molar mass in g mol⁻¹: 187.14
Energy above the lowest of the compared OMol25 structures with the same formula, charge and spin in kJ/mol: 0.0
Gap between HOMO and LUMO in eV: 4.79
Total charge: 0
E in hartree: -1482.8279

```
21
Properties=species:S:1:pos:R:3:lowdin_charge:R:1
C -0.170 -1.371 -2.016 -0.111
C 1.668 -0.288 -0.701 -0.080
C -0.235 -1.365 0.497 -0.085
C -0.699 2.248 1.809 -0.111
C 0.157 -0.559 -0.753 -0.634
O -1.117 2.021 0.468 -0.267
Si -0.859 1.070 -0.768 0.482
Cl 1.007 0.114 3.631 -0.509
Cl -2.362 1.384 -2.023 0.506
H -1.226 -1.618 -2.069 0.076
H 0.102 -0.830 -2.919 0.081
H 0.391 -2.302 -1.998 0.096
H 1.940 0.215 0.223 0.084
H 1.999 0.315 -1.545 0.081
H 2.199 -1.237 -0.730 0.099
H -1.310 -1.523 0.558 0.089
H 0.245 -2.340 0.447 0.105
H 0.103 -0.882 1.415 -0.012
H 0.052 1.531 2.158 -0.083
H -1.578 2.155 2.443 0.099
H -0.308 3.261 1.872 0.094
```

Record 3
The following is a DFT calculation (ωB97M-V/def2-TZVPD) of a structure of composition C2H6N2S2 at a distorted geometry.

Results
Molar mass in g mol⁻¹: 122.22
Energy above the lowest of the compared OMol25 structures with the same formula, charge and spin in kJ/mol: 440.4
Gap between HOMO and LUMO in eV: 7.42
Total charge: 0
E in hartree: -985.5158

```
12
Properties=species:S:1:pos:R:3:lowdin_charge:R:1
C -0.912 -1.072 -0.321 -0.910
C 1.101 2.779 -0.255 -0.196
H -1.766 -2.914 -0.394 0.093
H -2.893 -1.616 -0.185 0.108
H -1.230 -0.030 -0.210 -0.012
H -0.801 0.499 1.480 -0.060
H 1.094 3.862 -0.368 0.054
H 1.874 2.220 -0.794 0.061
N -1.941 -1.926 -0.296 0.050
N 0.214 2.265 0.493 -0.396
S 0.667 -1.473 -0.494 0.584
S 0.250 0.558 0.653 0.626
```

Record 4
The following is a DFT calculation (ωB97M-V/def2-TZVPD) of an isolated molecule of C4H6Br2O2 at a distorted geometry.

Results
Molar mass in g mol⁻¹: 245.90
Energy above the lowest of the compared OMol25 structures with the same formula, charge and spin in kJ/mol: 78.7
Gap between HOMO and LUMO in eV: 9.73
Structure (SMILES): O/C(Br)=C/C[C@@H](O)Br
Total charge: 0
E in hartree: -5454.4714

```
14
Properties=species:S:1:pos:R:3:lowdin_charge:R:1
C 0.301 0.149 -1.015 -0.158
C 1.594 -0.151 -0.879 -0.727
C -0.700 0.817 -0.184 -0.229
C -1.316 -0.049 0.892 -0.780
O 2.298 -0.798 -1.871 -0.038
O -0.580 0.058 2.032 -0.072
Br 2.491 0.190 0.801 0.743
Br -3.221 0.371 1.358 0.613
H 0.163 -0.124 -2.067 0.128
H -1.577 1.226 -0.884 0.152
H -0.330 1.625 0.452 0.118
H -1.466 -1.041 0.524 0.081
H 2.899 -1.473 -1.505 0.105
H -0.554 -0.800 2.347 0.064
```

Record 5
The following is a DFT calculation (ωB97M-V/def2-TZVPD) of a cluster of 2 separate species, C18H13BF6O in total at a distorted geometry.

Results
Molar mass in g mol⁻¹: 370.10
Energy above the lowest of the compared OMol25 structures with the same formula, charge and spin in kJ/mol: 0.0
Gap between HOMO and LUMO in eV: 8.39
Structure (SMILES): FB(F)[C@H](c1cccc(F)c1)c1cc(F)cc(F)c1.Cc1ccc(F)o1
Total charge: 0
E in hartree: -1392.9650

```
39
Properties=species:S:1:pos:R:3:lowdin_charge:R:1
C 1.416 0.323 5.438 -0.039
C 1.438 1.045 4.182 -0.273
C 1.867 2.327 3.899 -0.020
C 1.201 2.688 2.686 -0.014
C 0.148 1.809 2.545 -0.372
B 1.137 0.134 -0.412 -0.667
F 1.419 1.405 -0.743 0.237
F 1.650 -0.328 0.747 0.216
F -0.847 1.825 1.681 0.131
O 0.396 0.712 3.239 0.092
H 1.988 0.844 6.219 0.097
H 0.383 0.205 5.779 0.091
H 1.820 -0.680 5.291 0.083
H 2.380 3.074 4.527 0.125
H 1.401 3.454 1.944 0.114
F 0.690 1.211 -4.713 0.037
C -0.352 1.216 -3.804 -0.219
C -1.509 1.940 -4.072 0.061
C -2.394 2.031 -2.987 -0.229
F -3.418 2.932 -3.145 0.032
C -2.277 1.293 -1.776 0.067
C -1.060 0.586 -1.568 -0.168
C -0.569 -0.100 -0.329 -0.054
C -0.487 -1.605 -0.673 -0.148
C -1.509 -2.579 -0.661 -0.003
C -1.249 -3.873 -1.182 -0.057
C -0.003 -4.201 -1.746 -0.005
C 1.009 -3.237 -1.666 -0.212
F 2.314 -3.486 -2.063 0.040
C 0.769 -1.981 -1.176 0.009
C -0.133 0.519 -2.628 0.012
H -1.640 2.438 -5.054 0.141
H -3.044 1.401 -0.982 0.132
H -1.188 0.094 0.535 0.126
H -2.485 -2.364 -0.207 0.119
H -2.030 -4.652 -1.186 0.112
H 0.253 -5.145 -2.256 0.127
H 1.678 -1.299 -1.149 0.160
H 0.838 0.023 -2.531 0.120
```